(1)
{"formula": "C5H7LaO4", "method": "the ωB97M-V functional and the def2-TZVPD basis", "elements": ["O", "C", "O", "O", "C", "C", "O", "C", "C", "La", "H", "H", "H", "H", "H", "H", "H"], "coordinates": [[0.99636, 0.99853, 0.31920], [0.23825, 2.47279, 1.38745], [-0.86712, 2.23306, 0.97666], [-1.33394, -1.47683, 0.29568], [-1.01396, -1.79540, -1.08106], [0.36566, -2.37973, -1.21013], [1.38398, -1.34138, -1.10707], [2.05225, -1.15288, 0.12335], [2.23624, 0.34300, 0.34345], [-0.97789, 0.41289, -0.48999], [-1.75563, -2.46398, -1.55913], [0.51088, -2.84917, -2.19597], [0.57249, -3.12640, -0.41323], [3.03873, -1.64814, 0.11165], [1.45832, -1.57884, 0.94782], [2.88866, 0.74901, -0.45077], [2.72063, 0.50594, 1.32147]], "forces_ev_per_a": [[1.508, -0.039, 0.120], [-3.012, -0.808, -1.096], [2.520, 3.542, 3.240], [-0.110, -1.125, 0.212], [-0.152, -2.430, -1.116], [-0.097, -0.455, 0.507], [-0.318, 0.582, -0.258], [0.065, -0.207, 0.325], [0.269, 0.034, 0.067], [-0.637, 0.335, -2.246], [0.182, 0.224, 0.403], [-0.090, 0.149, 0.314], [0.035, 0.199, -0.334], [-0.190, 0.076, 0.006], [0.106, 0.086, -0.146], [-0.117, -0.100, 0.263], [0.035, -0.064, -0.261]], "e_above_lowest_ev": 0.678, "spin_multiplicity": 1, "energy_ha": -527.158679}



(2)
{"formula": "C2H3ClNP", "method": "the ωB97M-V functional and the def2-TZVPD basis", "elements": ["C", "C", "N", "P", "Cl", "H", "H", "H"], "coordinates": [[0.28645, -0.48911, -0.16585], [-1.03960, -0.00310, 0.17426], [0.90096, -1.12456, -1.02720], [0.31373, 0.56561, 1.36336], [0.86728, 2.29555, 0.47887], [-1.50515, 0.71462, -0.49002], [-1.73020, -0.72915, 0.58367], [1.90653, -1.22986, -0.91710]], "forces_ev_per_a": [[0.104, 0.564, 0.951], [-0.008, -0.045, -0.209], [0.064, -0.764, -1.100], [-0.319, -0.928, 0.167], [0.257, 0.858, -0.352], [0.018, 0.107, 0.012], [-0.077, -0.055, 0.180], [-0.039, 0.262, 0.351]], "e_above_lowest_ev": 0.000, "smiles": "[H]/N=C1/CP1Cl", "spin_multiplicity": 1, "energy_ha": -934.270392}



(3)
{"formula": "C3H4N4O2", "method": "the ωB97M-V functional and the def2-TZVPD basis", "elements": ["C", "C", "C", "H", "H", "H", "H", "N", "N", "N", "N", "O", "O"], "coordinates": [[-0.03422, 1.03593, 0.95220], [0.06052, -0.69187, -0.72962], [0.47627, -0.56866, 0.70191], [-0.21896, 2.65967, 2.31713], [0.80368, 1.19311, 3.08041], [0.75046, -2.30865, -1.68786], [-1.78746, -0.18986, -2.25086], [0.53267, 1.72862, 2.02805], [-0.56109, 1.47864, -0.20396], [-0.43154, 0.41120, -1.16869], [-0.19771, -1.83132, -1.38091], [-0.71417, -1.59097, -2.78305], [1.32155, -1.32585, 1.12524]], "forces_ev_per_a": [[0.988, -1.533, -1.492], [-2.180, 1.379, 0.145], [2.028, 0.640, -1.379], [3.195, -3.507, -1.167], [-1.454, 1.524, -4.568], [-2.382, 0.517, 1.325], [3.452, -1.586, 0.295], [-3.223, 2.008, 3.915], [1.882, -1.519, 3.690], [-2.190, 0.584, -0.920], [2.399, -1.602, -4.586], [-1.047, 1.579, 3.597], [-1.470, 1.517, 1.145]], "e_above_lowest_ev": 9.465, "spin_multiplicity": 1, "energy_ha": -485.879326}



(4)
{"formula": "C26H74N4O14", "method": "the ωB97M-V functional and the def2-TZVPD basis", "elements": ["C", "C", "O", "O", "H", "H", "H", "H", "H", "H", "C", "C", "O", "O", "H", "H", "H", "H", "H", "H", "C", "C", "O", "O", "H", "H", "H", "H", "H", "H", "C", "C", "O", "O", "H", "H", "H", "H", "H", "H", "C", "C", "O", "O", "H", "H", "H", "H", "H", "H", "C", "C", "C", "O", "C", "N", "H", "H", "H", "H", "H", "H", "H", "H", "H", "H", "H", "C", "C", "C", "O", "C", "N", "H", "H", "H", "H", "H", "H", "H", "H", "H", "H", "H", "C", "C", "C", "O", "C", "N", "H", "H", "H", "H", "H", "H", "H", "H", "H", "H", "H", "C", "C", "C", "O", "C", "N", "H", "H", "H", "H", "H", "H", "H", "H", "H", "H", "H"], "coordinates": [[-6.32068, 9.25928, -34.03401], [-7.06736, 7.94662, -33.81584], [-8.35948, 8.36769, -33.54721], [-5.19052, 9.00251, -34.48435], [-6.25969, 9.88596, -33.16090], [-6.78558, 9.98317, -34.71824], [-6.65115, 7.31391, -33.00940], [-7.11690, 7.37317, -34.74862], [-8.93166, 7.63167, -33.23355], [-4.80160, 9.82638, -34.68256], [-1.27475, 13.72152, -34.30328], [-2.00823, 14.60107, -33.36310], [-3.30516, 14.60989, -33.94727], [-0.22253, 13.35195, -33.76411], [-0.96408, 14.33788, -35.18672], [-1.85322, 12.78312, -34.65597], [-1.60430, 15.64859, -33.36260], [-2.04770, 14.10763, -32.47643], [-3.93356, 14.44476, -33.25416], [0.03274, 12.56348, -34.21944], [-8.81519, 8.74986, -30.15973], [-9.55273, 9.85591, -30.99266], [-10.63601, 10.40482, -30.36521], [-7.84615, 8.37775, -30.83203], [-9.45270, 7.88055, -29.92387], [-8.47373, 9.17113, -29.23238], [-9.98762, 9.38358, -31.86190], [-8.98434, 10.70479, -31.23746], [-11.32847, 9.73150, -30.46457], [-8.17807, 8.29874, -31.72924], [-9.92797, 13.97083, -30.61812], [-10.43651, 15.03196, -31.58404], [-10.45775, 16.24054, -30.91976], [-10.56424, 14.10630, -29.60371], [-8.87758, 14.09007, -30.30881], [-10.02513, 12.89616, -30.93987], [-11.43029, 14.77424, -31.93690], [-9.82996, 15.01617, -32.59323], [-9.57028, 16.51319, -30.80031], [-10.19626, 13.55347, -28.88124], [-7.94128, 18.74313, -30.26627], [-8.85896, 19.60642, -29.37033], [-8.43150, 20.89497, -29.50767], [-8.25791, 17.57237, -30.09333], [-6.89705, 18.96199, -30.23948], [-8.26032, 19.01857, -31.31464], [-8.78856, 19.24510, -28.30742], [-9.96027, 19.56155, -29.59817], [-7.73500, 20.93447, -28.82824], [-8.03511, 17.31934, -29.19368], [-6.31324, 15.50545, -31.94280], [-6.05953, 13.99307, -31.84689], [-6.72633, 13.15322, -32.88285], [-8.11579, 12.91363, -32.55058], [-8.80231, 11.99817, -33.41569], [-4.64059, 13.62706, -31.86325], [-6.00977, 16.01338, -31.02068], [-7.33136, 15.65245, -32.20264], [-5.81854, 16.02257, -32.74054], [-6.61183, 13.72102, -30.94095], [-6.25649, 12.22921, -33.14125], [-6.72391, 13.57657, -33.81771], [-9.88373, 11.97176, -33.05453], [-8.34651, 11.02017, -33.43275], [-8.76034, 12.38819, -34.41267], [-4.70697, 12.62188, -31.63192], [-4.31537, 13.92045, -30.91895], [-5.55547, 16.27446, -28.14667], [-5.95971, 14.80661, -28.11179], [-4.84566, 13.79414, -27.93302], [-4.29649, 13.70232, -29.19845], [-3.00218, 14.27259, -29.22347], [-6.92850, 14.69459, -27.04201], [-4.83694, 16.43861, -28.82604], [-5.20172, 16.72146, -27.22167], [-6.32747, 16.88302, -28.58321], [-6.48922, 14.64991, -29.02153], [-5.29891, 12.84422, -27.76274], [-4.08274, 14.02765, -27.19230], [-2.68453, 14.17823, -30.24463], [-2.31038, 13.75738, -28.54432], [-2.84899, 15.27991, -28.95231], [-6.40069, 14.51353, -26.18287], [-7.53546, 13.78723, -27.13625], [-1.82598, 11.32276, -31.46066], [-2.90100, 10.55349, -32.16991], [-3.93104, 10.04624, -31.19399], [-4.75751, 11.13179, -30.76855], [-6.08723, 10.78417, -30.32821], [-3.53082, 11.30789, -33.23072], [-1.18253, 11.79322, -32.13356], [-1.21950, 10.79241, -30.74319], [-2.28762, 12.16953, -30.98980], [-2.27161, 9.71379, -32.54523], [-3.50111, 9.51189, -30.43837], [-4.59904, 9.36693, -31.69789], [-6.82715, 10.75480, -31.08997], [-6.36745, 11.49553, -29.52739], [-6.12766, 9.82821, -29.82192], [-2.99126, 11.60724, -33.98544], [-3.90949, 12.18226, -32.91757], [-3.48345, 17.55909, -31.15980], [-2.26863, 18.26258, -30.60709], [-2.52017, 19.79573, -30.63453], [-1.45066, 20.51309, -30.07814], [-1.79292, 21.76635, -29.40903], [-1.89874, 17.91995, -29.23777], [-3.57298, 17.82510, -32.20799], [-4.37608, 17.89246, -30.64766], [-3.42159, 16.51367, -31.03395], [-1.33837, 18.08954, -31.14578], [-3.34166, 20.04602, -29.98100], [-2.71236, 20.21762, -31.65394], [-0.90282, 21.95149, -28.86788], [-2.53378, 21.60883, -28.57493], [-2.10508, 22.54061, -30.12444], [-2.74176, 18.11538, -28.68718], [-1.17784, 18.61551, -28.87431]], "forces_ev_per_a": [[-6.541, 1.416, 2.073], [0.239, 0.254, -0.732], [-2.755, -0.504, 1.390], [7.991, -3.240, -3.051], [-0.376, -0.024, 1.548], [-1.464, -0.525, -0.282], [0.124, 0.442, -0.280], [0.625, -0.033, 0.043], [0.545, 0.500, -0.775], [1.710, 1.306, -0.260], [-5.776, 2.380, -5.245], [-1.870, 1.621, -3.700], [0.311, 1.233, -1.047], [8.712, -3.605, 4.728], [-1.221, -0.265, -0.354], [-0.057, 1.905, 0.272], [-0.037, -0.996, 0.480], [0.114, -0.932, 3.136], [-0.752, -0.392, 1.014], [1.191, -0.621, 0.055], [-6.709, 3.422, 3.798], [-0.706, -1.757, 0.940], [-2.538, 0.175, 1.405], [7.773, -3.365, -5.141], [-0.904, 0.386, 0.362], [-0.096, 0.383, 0.917], [0.751, -0.277, -0.998], [1.602, 0.542, -0.520], [-0.084, 0.707, 0.517], [0.813, -0.030, -0.732], [6.011, -2.587, -8.752], [1.496, -1.215, -2.698], [-1.615, 0.406, -0.623], [-7.258, 0.733, 12.638], [0.987, 0.310, -1.387], [0.355, 0.709, -1.106], [-0.418, 0.034, 0.411], [-0.639, 0.239, 1.851], [1.425, 0.725, 0.366], [-0.789, 0.636, -0.575], [-1.393, 9.213, -3.070], [-0.358, -1.052, 0.244], [0.977, 2.229, 1.344], [-1.495, -10.986, 1.661], [1.189, 0.675, 0.612], [0.527, 0.074, 0.662], [0.042, 0.127, -0.550], [1.156, -0.373, -0.313], [-0.217, 0.831, -0.685], [-0.311, -0.649, 0.206], [0.691, -0.578, -0.067], [-0.442, 0.586, 0.107], [-2.203, -0.848, 0.136], [0.447, -0.397, 0.329], [-0.670, 1.176, 1.020], [-0.731, 0.198, 2.094], [-0.400, -0.125, -0.048], [-1.278, 0.242, 0.455], [0.893, -0.070, -0.659], [0.476, -0.351, 0.458], [0.746, -1.137, 0.816], [0.028, 1.861, -2.501], [1.478, -0.114, -0.508], [0.033, -0.461, 0.253], [-0.228, 0.236, -0.879], [0.250, 0.451, -0.120], [-0.271, 0.113, -1.420], [-1.313, -0.408, 1.353], [-0.393, 1.155, 2.014], [-1.086, 0.780, -0.985], [2.122, 0.411, -0.125], [0.948, -1.507, -0.267], [-2.042, -2.495, 0.997], [3.191, 0.269, -2.510], [-0.244, -0.248, 0.378], [-0.797, 0.178, 0.393], [-0.147, -0.643, -0.906], [-0.341, -0.852, 0.714], [-0.207, 0.122, 0.345], [0.676, -0.081, -0.338], [-0.073, -0.500, -0.292], [-0.804, 1.656, 0.358], [-0.364, 0.294, -0.021], [1.512, 2.155, 0.051], [-0.676, 0.983, 1.027], [1.565, -0.638, -0.154], [-2.168, 0.903, -2.713], [-0.395, -0.427, 0.703], [1.197, 0.373, 1.687], [-1.614, -0.918, 0.292], [1.275, 0.430, -1.383], [-0.060, -0.457, 0.308], [-0.249, 0.452, 0.821], [-1.276, -0.099, -0.361], [1.266, -1.068, 2.555], [-0.162, -0.558, -0.497], [-0.350, 0.259, -0.968], [0.096, 0.084, -0.665], [0.374, -0.469, -0.096], [1.559, -0.160, -1.185], [-0.084, 0.112, 0.267], [0.513, 0.995, 0.045], [1.102, 2.023, 0.498], [-0.115, 0.647, -0.869], [0.565, 0.894, 0.648], [-0.660, -2.026, -0.067], [-0.028, 0.419, 1.251], [-0.169, -0.203, -0.197], [-0.343, 0.214, 0.181], [0.153, -1.316, -0.098], [-0.220, -0.221, -0.702], [-1.082, -0.358, 0.008], [-0.126, -0.571, 0.477], [1.042, 0.962, 0.144], [0.076, 0.019, -1.096], [0.151, -0.165, 0.357], [0.341, -0.191, 0.242], [-1.240, -1.177, -0.882]], "e_above_lowest_ev": 13.539, "smiles": "COC[C@H](C)N.COC[C@H](C)N.COC[C@H](C)N.COC[C@H](C)N.OCCO.OCCO.OCCO.OCCO.OCCO", "spin_multiplicity": 1, "energy_ha": -2306.880815}